1.
Formula: C5H30N2O10
Source: the OMol25 dataset
Level of theory: wB97M-V/def2-TZVPD

Results
Highest occupied orbital energy (eV): -9.813
SMILES: CCNCC(=O)NC.O.O.O.O.O.O.O.O.O
Lowest unoccupied orbital energy (eV): 0.000
Relative energy (zero: lowest compared OMol25 entry of this formula, charge and spin) (kcal per mole): 134.4

Last column: Mulliken charge in e.
Cartesian coordinates (Å):
O1 2.9663 2.1955 2.0258  -0.585
O2 -0.2057 0.6812 1.7825  -0.739
O3 0.3104 3.0710 3.0350  -0.581
O4 -4.5283 0.0106 0.5596  -0.580
O5 -2.7340 -1.2166 -1.9706  -0.677
O6 1.0774 -2.5740 -3.3241  -0.629
O7 -1.5247 -3.5437 -2.5104  -0.722
O8 -0.4502 -1.1569 3.7218  -0.535
O9 2.3566 -1.3774 1.8433  -0.620
O10 3.4669 0.4139 -2.8692  -0.658
N1 1.2433 1.1740 -0.9590  -0.388
N2 -1.0607 -1.2028 1.0588  0.079
C1 -0.7078 -2.4421 0.3016  -0.727
C2 -0.3357 3.0402 -0.1540  -0.626
C3 0.3694 2.3628 -1.3042  -0.526
C4 0.4643 -0.0513 -0.5664  -0.671
C5 -0.2325 -0.0676 0.7990  0.385
H1 0.1188 -3.0239 0.8162  0.227
H2 -1.4278 -1.3759 1.9594  0.361
H3 -1.8901 -2.6906 -2.2119  0.383
H4 -0.8721 -0.9042 4.4808  0.316
H5 1.7096 1.3465 -0.1249  0.511
H6 3.8483 1.9898 1.7987  0.275
H7 -0.5626 3.2351 2.8917  0.321
H8 -1.3765 -3.9686 -1.6083  0.373
H9 -0.2236 -0.2669 -1.4485  0.123
H10 0.8115 2.5394 2.5833  0.215
H11 0.1084 -2.9200 -3.5855  0.340
H12 0.4313 3.4092 0.6120  0.203
H13 -0.4152 2.0101 -2.0815  0.308
H14 -4.1457 -0.2693 -0.2504  0.311
H15 -1.0419 3.7235 -0.7791  0.352
H16 2.9474 -0.0109 -3.4302  0.250
H17 -0.4526 -2.3134 -0.8164  -0.048
H18 1.8534 -1.4370 2.6680  0.312
H19 1.0970 3.2018 -1.7541  0.278
H20 -4.2517 0.8709 0.5592  0.291
H21 1.2336 -0.8649 -0.4801  0.345
H22 2.8119 -0.5267 1.9825  0.291
H23 -1.5862 -3.0870 0.5343  0.470
H24 2.9024 3.1420 1.8843  0.278
H25 -1.1354 2.4499 0.3107  0.102
H26 2.8962 0.6299 -2.1274  0.408
H27 -2.2456 -0.5097 -2.1973  0.349
H28 -2.6869 -1.2218 -0.9864  0.283
H29 -0.3827 -0.4524 3.2938  0.284
H30 1.4518 -2.0216 -3.9621  0.285

***

2.
Formula: C24H20FeO5
Source: the OMol25 dataset
Level of theory: wB97M-V/def2-TZVPD

Results
Highest occupied orbital energy (spin up / spin down) (eV): -5.466 / -8.293
Lowest unoccupied orbital energy (spin up / spin down) (eV): 0.280 / -2.277
Multiplicity: 5

Last column: Mulliken spin population.
Cartesian coordinates (Å):
Fe1 1.4379 3.5706 0.9220  2.227
O1 3.7012 4.6214 -0.5756  0.067
O2 1.1007 -2.8457 0.5937  0.191
O3 0.8854 6.2385 1.8239  0.036
O4 3.2924 3.3539 3.1212  -0.009
O5 -1.6051 3.5936 0.5199  0.001
C1 1.0501 1.5245 -0.8946  -0.085
C2 0.8067 -1.8106 -2.1536  -0.014
C3 2.7453 4.1363 -0.1297  -0.018
C4 -1.2288 -2.6313 0.9790  -0.014
C5 -1.0803 -3.2402 2.2393  0.003
C6 1.2126 -1.8106 -4.5685  -0.069
C7 3.0191 -2.3626 -3.0492  -0.066
C8 0.3504 2.7546 -0.6646  0.399
C9 1.0106 0.4710 -0.0134  0.401
C10 -0.4895 2.7974 0.5004  -0.017
C11 2.1479 -2.2419 -1.9702  0.116
C12 -2.8625 3.1232 1.0458  0.006
C13 2.5554 -2.1682 -4.3557  0.135
C14 0.3495 -1.6177 -3.4898  0.137
C15 -3.4865 -3.3512 2.5229  0.010
C16 0.0290 -2.3485 0.1743  0.117
C17 -2.1911 -3.5980 3.0062  -0.004
C18 -0.0499 -1.5415 -1.0234  0.383
C19 -2.5293 -2.3808 0.5111  0.033
C20 0.4531 0.6716 1.3622  -0.095
C21 2.4729 3.3103 2.3011  -0.045
C22 0.8993 5.1321 1.4585  -0.048
C23 -3.6490 -2.7233 1.2837  -0.003
C24 0.0994 2.1251 1.6178  0.224
H1 -3.3806 2.5503 0.2608  0.000
H2 -4.6480 -2.5170 0.8960  0.000
H3 1.1708 0.3197 2.1238  0.017
H4 -3.4332 4.0289 1.2731  0.000
H5 1.6957 -0.3767 -0.1438  -0.026
H6 -0.0767 -3.4517 2.6103  0.001
H7 -0.6957 -1.3321 -3.6512  0.004
H8 0.1730 3.4741 -1.4691  -0.002
H9 2.4800 -2.4686 -0.9599  0.015
H10 -0.4443 0.0352 1.5049  0.058
H11 -2.7309 2.5063 1.9514  -0.004
H12 -0.9984 -1.0543 -1.2594  -0.039
H13 -2.6609 -1.9335 -0.4729  0.008
H14 1.6488 1.4676 -1.8113  -0.002
H15 3.2306 -2.3060 -5.2039  0.008
H16 0.8415 -1.6810 -5.5892  -0.002
H17 4.0590 -2.6240 -2.8591  -0.002
H18 -0.2802 2.3395 2.6198  -0.032
H19 -2.0410 -4.0858 3.9701  0.000
H20 -4.3568 -3.6429 3.1149  0.001

***

3.
Formula: C33H40HgN8O2S4SbTe
Source: the OMol25 dataset
Level of theory: wB97M-V/def2-TZVPD

Results
Highest occupied orbital energy (eV): -3.892
Net charge: -1
Lowest unoccupied orbital energy (eV): 1.954
Relative energy (zero: lowest compared OMol25 entry of this formula, charge and spin) (kcal per mole): 9.0

Last column: Mulliken charge in e.
Cartesian coordinates (Å):
Hg1 -0.7812 0.6071 -0.4888  1.494
Te1 2.6794 1.0236 1.1000  0.604
Sb1 0.0335 2.7317 -2.8881  0.101
S1 0.0211 1.7113 -4.9375  -0.682
S2 -1.7743 -1.8136 2.3764  -0.463
S3 1.3190 1.0034 -1.4269  -0.770
S4 -2.0992 1.9046 -2.0049  -0.728
O1 -4.4148 4.8716 4.4985  -0.499
O2 -7.5247 2.1096 -0.2484  -0.519
N1 -2.9963 0.2313 0.5787  0.312
N2 0.7661 -2.5644 2.5653  0.143
N3 -1.9576 -3.0151 -3.1427  -1.044
N4 -1.5285 -2.6834 -1.9947  -0.402
N5 -0.8535 -1.5341 -2.0562  0.441
N6 -1.4288 2.2785 1.5195  0.312
N7 -1.5592 -2.0823 -4.0070  1.035
N8 -0.1938 -3.1347 0.6695  -0.064
C1 5.5488 0.6922 5.1614  -0.376
C2 0.2700 -1.6066 -6.5124  -1.354
C3 -0.2735 -3.9805 -5.8585  -1.501
C4 -0.6480 3.1536 2.1319  -0.612
C5 4.4533 -0.6055 -0.8201  0.233
C6 1.8275 -3.2211 1.8383  -0.021
C7 -0.8369 -2.6407 -6.3315  0.761
C8 4.7755 1.8104 4.9050  -0.618
C9 5.3541 -0.8169 -1.8483  -0.623
C10 -2.4532 4.0452 3.4075  0.402
C11 -1.9331 -2.1152 -5.3893  -1.259
C12 -3.0153 5.0099 4.4181  -0.572
C13 6.0662 0.2479 -2.3735  -0.384
C14 4.9362 1.7356 -0.8661  -0.403
C15 5.5791 -0.3360 4.2358  -0.637
C16 0.9650 -2.0129 3.8688  -0.889
C17 -5.7315 0.5683 0.3086  0.477
C18 -5.0957 -0.5431 -0.2259  -1.471
C19 -3.2679 3.1281 2.7709  -0.452
C20 -0.8750 -1.1574 -3.3169  -0.276
C21 -4.9615 1.5041 0.9842  -0.777
C22 -3.7289 -0.6635 -0.0584  -0.152
C23 -0.3698 -2.4941 1.8430  0.210
C24 4.0414 1.8871 3.7362  -0.288
C25 -3.5897 1.2987 1.1116  0.392
C26 4.0490 0.8621 2.8029  -0.263
C27 1.1991 -3.4661 0.4548  -0.475
C28 -1.1017 4.0567 3.0785  -1.147
C29 -2.7287 2.2604 1.8205  0.264
C30 4.2415 0.6678 -0.3193  -0.302
C31 4.8334 -0.2497 3.0731  0.087
C32 5.8460 1.5253 -1.8873  -0.554
C33 -7.2145 0.7983 0.1686  -0.630
H1 -7.6501 0.0528 -0.5169  0.317
H2 6.3711 2.3673 -2.3170  0.362
H3 -0.4291 4.7486 3.5620  0.443
H4 1.2988 -4.5072 0.1339  0.372
H5 6.1837 -1.2120 4.4286  0.368
H6 -0.8234 -3.0127 -0.1149  0.340
H7 2.7143 -2.5772 1.8032  -0.271
H8 -2.7454 6.0363 4.1232  0.321
H9 -2.8088 -2.7650 -5.4462  0.369
H10 4.8627 -1.0614 2.3572  0.269
H11 -1.3322 -2.8014 -7.2975  0.331
H12 -2.5523 4.8132 5.3981  0.284
H13 0.0471 -1.4933 4.1469  0.256
H14 -0.4286 -0.2714 -3.7452  -0.043
H15 0.9024 -1.5398 -5.6306  0.282
H16 0.2425 -3.8677 -4.9074  0.252
H17 -0.1392 -0.6139 -6.6875  0.286
H18 5.4823 -1.8130 -2.2508  0.386
H19 -2.1978 -1.1004 -5.6950  0.470
H20 6.1206 0.6211 6.0774  0.363
H21 -4.3117 3.0897 3.0306  0.521
H22 -3.1971 -1.5202 -0.4491  0.399
H23 0.8947 -1.8782 -7.3596  0.419
H24 0.3970 3.1215 1.8453  0.530
H25 -6.9622 2.3228 -1.0035  0.341
H26 -4.7596 5.5131 5.1264  0.298
H27 0.4436 -4.3671 -6.5803  0.452
H28 -5.4384 2.3929 1.3688  0.579
H29 3.4438 2.7633 3.5225  0.324
H30 1.6404 -2.8273 -0.3177  0.127
H31 3.8893 -1.4381 -0.4167  0.169
H32 6.7873 0.0839 -3.1635  0.365
H33 1.8005 -1.3048 3.8501  0.217
H34 -7.6824 0.6817 1.1537  0.287
H35 -5.6454 -1.2951 -0.7701  0.378
H36 2.1048 -4.1607 2.3384  0.355
H37 4.7533 2.7382 -0.4981  0.393
H38 4.7480 2.6218 5.6187  0.362
H39 -1.0637 -4.7194 -5.7377  0.374
H40 1.1737 -2.8082 4.5938  0.293

***

4.
Formula: C30H26O4S
Source: the OMol25 dataset
Level of theory: wB97M-V/def2-TZVPD

Results
Highest occupied orbital energy (eV): -7.812
SMILES: O=S(=O)(c1ccccc1)[C@@H](c1ccccc1)C(c1ccc2c(c1)CCO2)c1ccc2c(c1)CCO2
Lowest unoccupied orbital energy (eV): 0.406
Relative energy (zero: lowest compared OMol25 entry of this formula, charge and spin) (kcal per mole): 0.0

Last column: Mulliken charge in e.
Cartesian coordinates (Å):
S1 0.8052 1.2005 -2.0105  1.647
O1 1.9908 1.1252 -1.1820  -0.705
O2 0.8295 0.9015 -3.4241  -0.718
O3 -0.6451 -5.6465 1.1999  -0.555
O4 3.2028 2.9394 3.8958  -0.539
C1 -0.7330 -3.6890 -3.3409  -0.501
C2 1.6669 0.0116 2.2892  -0.777
C3 0.5890 3.8474 -1.0572  -0.339
C4 0.0808 2.8728 -1.9257  -0.223
C5 -1.6255 4.4214 -2.6584  -0.530
C6 -0.9647 3.2000 -2.8002  -0.442
C7 0.8725 -3.7558 0.7545  -1.705
C8 2.3540 2.1004 3.2366  -0.086
C9 -2.7501 -4.4249 1.0400  -0.586
C10 1.4214 2.7445 2.3920  0.462
C11 2.4527 0.7091 3.2059  -1.510
C12 -0.2242 -1.5914 0.6607  -0.118
C13 -0.1952 -0.1064 0.3718  0.204
C14 0.8228 0.6289 1.3190  0.616
C15 -1.8455 -3.1195 -2.7065  -0.685
C16 -0.3742 0.0685 -1.1663  -0.630
C17 -1.2161 5.3318 -1.6801  -0.510
C18 0.9299 -2.3834 0.6024  0.088
C19 -0.4866 -1.2261 -1.9730  0.490
C20 -0.3898 -4.3346 0.9405  -0.132
C21 0.6395 -1.8968 -2.4659  0.070
C22 0.5165 -3.0623 -3.2243  -0.871
C23 -1.4637 -2.1701 0.9158  -0.368
C24 1.6274 4.2217 2.5224  -0.117
C25 -1.7399 -1.8240 -2.1728  -0.231
C26 2.8414 4.3216 3.4619  -0.450
C27 -2.1103 -5.7816 1.3379  -0.411
C28 0.6634 2.0069 1.4815  -0.620
C29 -1.5606 -3.5429 0.9287  0.769
C30 -0.1109 5.0463 -0.8742  -0.390
H1 -1.7581 6.2634 -1.5468  0.383
H2 1.6377 -1.5126 -2.2448  0.398
H3 -3.3071 -4.4669 0.0948  0.102
H4 0.2268 5.7422 -0.1045  0.375
H5 3.1320 0.2333 3.9148  0.425
H6 -2.4428 -6.5713 0.6557  0.303
H7 0.7841 4.7822 2.9550  0.290
H8 2.6382 4.9149 4.3647  0.238
H9 -2.3345 -6.1056 2.3636  0.276
H10 1.4077 -3.4937 -3.6985  0.367
H11 1.5381 3.6567 -0.5436  0.625
H12 1.8439 4.6782 1.5471  -0.055
H13 3.7261 4.7538 2.9705  0.310
H14 -2.3563 -1.5443 0.9839  0.354
H15 1.9009 -1.9296 0.4201  0.741
H16 -2.7949 -3.6757 -2.6233  0.411
H17 -0.8345 -4.6298 -3.8982  0.380
H18 1.7302 -1.0686 2.3755  0.424
H19 -2.6496 -1.2991 -1.8732  0.357
H20 -0.1106 2.5257 0.9188  0.824
H21 -3.4513 -4.1117 1.8223  0.340
H22 -1.3101 0.6449 -1.3232  0.726
H23 -1.1482 0.3146 0.7506  0.546
H24 -1.2298 2.4993 -3.5901  0.483
H25 1.7496 -4.3939 0.7349  0.392
H26 -2.4588 4.6495 -3.3209  0.383

***

5.
Formula: C3H5IrO4
Source: the OMol25 dataset
Level of theory: wB97M-V/def2-TZVPD

Results
Highest occupied orbital energy (spin up / spin down) (eV): -13.812 / -14.938
Net charge: +1
Lowest unoccupied orbital energy (spin up / spin down) (eV): -3.819 / -9.762
Relative energy (zero: lowest compared OMol25 entry of this formula, charge and spin) (kcal per mole): 22.8
Multiplicity: 6

Last column: Mulliken spin population.
Cartesian coordinates (Å):
Ir1 1.3696 0.4471 -0.7928  3.175
O1 2.9718 1.2313 -1.4372  0.136
O2 3.7781 2.9390 -0.2061  0.928
O3 -0.1534 -0.6217 -0.6004  0.444
O4 1.7927 1.9793 0.2575  0.275
C1 -1.4148 -0.6033 -0.1414  0.011
C2 2.9030 2.1009 -0.4518  -0.056
C3 -1.8158 -1.6474 0.8669  0.045
H1 -2.8756 -1.5208 1.1214  0.000
H2 -2.0624 -0.5985 -1.0633  0.034
H3 -1.6606 -2.6576 0.4642  0.000
H4 -1.2191 -1.5334 1.7827  -0.002
H5 -1.6135 0.4851 0.2003  0.011

***

| no. | DFT total energy (hartree) |
| --- | --- |
| 1 | -1070.26690 |
| 2 | -2566.21855 |
| 3 | -4124.55580 |
| 4 | -1857.86360 |
| 5 | -522.04040 |